(1)
DFT (wB97M-V/def2-TZVPD) results for a cluster of 3 separate species, C5H16NO2 in total at a distorted geometry.

Structure (XYZ):
```
24
Properties=species:S:1:pos:R:3:forces:R:3:mulliken_charge:R:1
C -1.4847 -0.7840 -1.8588 -0.14 0.12 0.24 -1.38
C -0.5058 0.3263 -1.5185 0.45 -0.61 -0.09 -0.13
C 0.6097 -0.1340 -0.5635 0.58 0.29 -0.10 -0.55
C 1.7685 -0.8118 -1.1835 -1.13 -0.03 -0.26 0.09
C 2.9194 -1.0401 -0.4279 0.67 -0.08 0.96 -0.59
N -1.2509 1.4988 -0.9134 0.35 -1.04 -0.38 -0.16
H -2.0295 -1.0724 -0.9575 -0.16 -0.07 -0.08 0.43
H -2.1776 -0.4613 -2.6365 -0.06 -0.04 0.07 0.44
H -0.9798 -1.6745 -2.2345 0.11 0.09 0.00 0.40
H -0.0003 0.6392 -2.4138 -0.09 0.62 -0.53 0.39
H 0.2534 -0.9313 0.1138 -0.17 0.04 0.35 0.45
H 0.9931 0.6614 0.0859 -0.20 -0.07 0.21 0.52
H 1.5927 -1.2075 -2.1838 0.62 -0.12 -0.02 0.39
H 3.8801 -1.4637 -0.7117 -0.29 0.00 -0.73 0.34
H 2.9035 -0.7918 0.6357 -0.22 0.07 -0.12 0.31
H -0.7168 2.3634 -0.9732 -0.15 0.20 -0.06 0.37
H -1.3831 1.2442 0.0831 -0.31 0.28 0.66 0.30
H -2.1626 1.5949 -1.3702 0.11 0.25 0.06 0.40
H -0.7870 1.8451 2.1371 -0.29 0.02 0.03 0.32
H -0.9593 0.3943 2.5126 -0.02 -0.19 -0.05 0.34
O -1.2211 1.0383 1.8223 0.46 0.24 -0.08 -0.67
H 0.3377 0.3298 4.5026 0.02 -0.43 0.32 0.33
H 0.1269 -1.2109 4.2294 -0.02 0.10 0.44 0.34
O 0.2736 -0.3525 3.8243 -0.13 0.37 -0.83 -0.68
```
Positions in Å, forces in eV/Å.

The relative energy (zero: lowest compared OMol25 entry of this formula, charge and spin) is 6.5 kcal per mole. As for the expectation value of S²: 0.75. For the LUMO energy (spin up / spin down), the calculation gives -8.750 / -12.293 eV. Its spin multiplicity is 2. As for the charge: +2. The HOMO-LUMO gap (spin up / spin down) is 9.469 / 5.925 eV.


(2)
DFT (wB97M-V/def2-TZVPD) results for a structure of composition C5H16NOPSi2 at a distorted geometry.

Structure (XYZ):
```
26
Properties=species:S:1:pos:R:3:forces:R:3:mulliken_charge:R:1
C -0.7790 3.0831 -0.8747 -0.33 0.73 -0.13 -0.92
C -0.9824 1.5063 -1.2938 -1.54 0.11 0.95 -0.27
P 0.6710 0.4933 -1.2763 0.09 1.33 -1.31 0.12
C 0.7026 -0.6983 -2.7680 0.02 -1.43 -1.23 -0.86
Si 0.6463 -0.6240 0.6586 0.91 -1.29 -0.41 0.32
C -0.3694 -2.2347 0.3710 -0.71 -2.38 0.34 -0.49
C -1.5924 -2.4866 1.4335 -2.63 1.75 0.49 -0.01
N -2.6487 -1.6369 1.6806 4.75 -3.11 -1.53 -0.71
O 2.2653 -0.8688 1.3005 -2.11 2.19 0.76 -0.37
Si 2.4856 0.4632 2.4791 -0.20 -2.00 -1.24 0.50
H -0.4053 3.7266 -1.8013 -0.64 -1.50 2.01 0.28
H -0.0399 3.2579 0.0253 -1.35 -0.61 -1.89 0.22
H -1.8132 3.5709 -0.5325 2.14 -1.24 -0.82 0.31
H -1.5347 1.4437 -2.3240 1.23 0.02 1.88 0.37
H -1.7209 1.0195 -0.4966 1.36 1.07 -1.69 -0.02
H 0.0833 -0.3071 -3.7102 1.41 -0.61 2.21 0.29
H 1.8368 -0.8282 -3.0976 -2.47 0.38 0.68 0.28
H 0.2999 -1.7842 -2.5458 0.72 2.11 -0.40 0.21
H -0.0542 0.2534 1.5998 -0.20 0.16 0.17 -0.07
H 0.3741 -3.1606 0.4778 -1.57 1.87 -0.28 0.29
H -0.8103 -2.3051 -0.7359 0.91 0.33 2.45 0.26
H -1.6076 -3.5236 2.0239 0.10 2.44 -1.31 0.30
H -2.5113 -0.7943 1.0791 -0.07 -0.59 0.44 0.32
H 3.8748 0.5372 2.9653 -0.03 -0.19 -0.11 -0.16
H 1.5181 0.2030 3.5657 0.19 0.06 0.09 -0.09
H 2.1113 1.6942 1.7966 0.00 0.39 -0.12 -0.11
```
Positions in Å, forces in eV/Å.

For the LUMO energy, the calculation gives 0.596 eV. The HOMO-LUMO gap is 8.720 eV.


(3)
DFT (wB97M-V/def2-TZVPD) results for a cluster of 2 separate species, C5H16NS2 in total.

Structure (XYZ):
```
24
Properties=species:S:1:pos:R:3:forces:R:3:mulliken_charge:R:1
C 0.0193 2.7899 -0.9029 0.00 -0.26 0.14 -1.36
C -0.3481 1.3122 -0.7795 0.06 0.40 0.39 0.43
S -0.2932 0.5226 -2.3976 -0.06 -0.11 -0.14 -0.03
S -0.7137 -1.4202 -1.9034 -0.06 -0.07 0.06 -0.24
H -0.6821 3.2982 -1.5515 -0.12 0.16 -0.16 0.39
H 1.0215 2.9056 -1.3095 0.05 0.08 -0.02 0.38
H -0.0271 3.2724 0.0769 0.04 0.00 -0.08 0.36
H -1.3383 1.2096 -0.3249 0.04 -0.13 -0.15 0.42
H 0.3894 0.8039 -0.1544 0.02 -0.06 -0.02 -0.55
H 0.5396 -1.8988 -1.8078 0.04 0.05 -0.04 0.16
C -1.0924 -1.2648 3.3201 0.15 -0.01 0.18 -1.23
C 0.1206 -1.3039 2.4128 0.02 -0.25 0.47 -0.17
N 0.7646 0.0557 2.3462 -0.20 -0.12 -0.03 -0.14
C 2.1412 0.0599 1.7874 0.35 0.23 0.02 -0.86
H -1.9168 -0.7146 2.8796 -0.15 0.05 -0.09 0.36
H -1.4182 -2.2842 3.5227 -0.07 0.05 -0.09 0.36
H -0.8522 -0.8139 4.2879 0.01 -0.05 -0.04 0.38
H 0.8833 -1.9791 2.8130 -0.10 0.10 -0.16 0.38
H -0.1467 -1.6019 1.4051 0.14 0.01 -0.23 0.20
H 0.7644 0.4355 3.2926 0.08 0.10 0.03 0.39
H 0.1659 0.6650 1.7833 0.01 0.07 0.02 0.29
H 2.7546 -0.6365 2.3522 -0.05 -0.02 0.03 0.38
H 2.5660 1.0627 1.8647 -0.13 -0.12 -0.02 0.37
H 2.1033 -0.2400 0.7468 -0.04 -0.09 -0.08 0.32
```
Positions in Å, forces in eV/Å.

The relative energy (zero: lowest compared OMol25 entry of this formula, charge and spin) is 18.9 kcal per mole. For the LUMO energy, the calculation gives -3.221 eV. As for the charge: +1. The HOMO-LUMO gap is 8.979 eV.


(4)
DFT (wB97M-V/def2-TZVPD) results for a cluster of 3 separate species, C5H16O3 in total at a distorted geometry.

Structure (XYZ):
```
24
Properties=species:S:1:pos:R:3:forces:R:3:mulliken_charge:R:1
C -22.7886 7.9232 26.4272 1.12 -0.65 2.67 -1.24
C -23.5489 7.3915 27.6213 1.57 -0.13 1.12 0.49
C -22.9177 6.1360 28.3278 -0.67 0.27 -1.09 -1.45
O -23.4853 8.3581 28.6298 -0.17 1.03 1.16 -0.58
H -23.2496 8.8525 26.0925 0.32 0.49 1.20 0.43
H -22.8580 7.2997 25.5358 2.00 -0.55 3.38 0.38
H -21.7471 8.1246 26.6780 0.11 0.01 0.09 0.33
H -24.5870 7.2611 27.3155 0.54 0.16 1.01 0.14
H -23.6104 5.8257 29.1100 0.19 -0.03 0.13 0.36
H -21.9202 6.3058 28.7330 -0.20 0.49 0.09 0.41
H -22.8082 5.3134 27.6210 0.07 -0.06 0.13 0.39
H -23.8515 9.1819 28.2999 -0.05 0.14 0.03 0.35
C -24.7160 6.0475 25.8156 -2.72 -1.98 0.70 -1.23
O -25.2913 5.0088 24.9931 1.02 0.85 -0.95 -0.57
H -25.5252 6.6294 26.2568 -0.64 0.04 -0.54 0.54
H -24.3016 5.5825 26.7102 0.23 -0.16 -0.85 0.20
H -24.0507 6.8008 25.3936 -1.62 -2.32 -0.66 0.50
H -25.9475 4.4975 25.4723 0.12 0.30 0.30 0.33
C -23.0838 7.9857 24.0110 0.27 -0.03 -4.41 -0.78
O -22.8396 9.0151 23.0123 -0.71 -0.56 0.75 -0.55
H -23.6217 7.1644 23.5373 -0.61 0.33 -0.53 0.34
H -22.1664 7.4356 24.2202 0.62 0.63 -0.19 0.41
H -23.5459 8.1973 24.9752 -0.80 1.82 -3.79 0.45
H -21.9542 9.3733 23.1090 -0.03 -0.10 0.26 0.33
```
Positions in Å, forces in eV/Å.

The relative energy (zero: lowest compared OMol25 entry of this formula, charge and spin) is 138.1 kcal per mole. For the LUMO energy, the calculation gives 0.547 eV. The HOMO-LUMO gap is 10.409 eV.


(5)
DFT (wB97M-V/def2-TZVPD) results for a cluster of 5 separate species, C5H16O5 in total at a distorted geometry.

Structure (XYZ):
```
26
Properties=species:S:1:pos:R:3:forces:R:3:mulliken_charge:R:1
C -0.6575 2.4463 -0.8943 -0.24 0.49 -0.11 -0.21
C -1.8395 2.5639 -0.3202 -1.69 2.42 -2.44 -0.80
C 2.4265 0.2414 -0.3895 3.12 0.37 -1.39 -0.86
O 2.2632 -1.0321 0.1782 -0.83 0.69 1.87 -0.63
C 1.1363 0.8897 -0.7298 0.98 0.46 -0.25 -0.03
C 0.5482 1.9960 -0.2604 0.47 -2.48 -0.03 -0.10
H -0.4691 2.7897 -1.9093 -0.48 0.34 0.05 0.34
H -2.2737 2.2179 0.5808 0.47 -0.37 0.99 0.35
H -2.5153 3.2600 -0.9139 0.30 -1.38 0.64 0.21
H 3.1050 0.8024 0.2507 -0.41 0.57 0.51 0.39
H 3.1731 0.1146 -1.2913 -1.95 0.16 1.03 0.27
H 1.8283 -0.7527 1.0580 0.51 -1.74 -1.19 0.39
H 0.7411 0.3594 -1.5757 -0.79 0.14 -0.46 0.28
H 0.7929 2.5044 0.6426 0.83 0.27 0.51 0.40
H -2.1403 -0.4838 0.7088 -0.09 1.27 0.26 0.34
H -2.7506 -0.5378 2.0021 -1.80 -1.65 2.26 0.32
O -2.2589 0.0721 1.5328 1.80 0.45 -2.55 -0.62
H -1.8084 -1.7452 -1.4080 -1.49 2.17 0.82 0.36
H -2.3846 -0.2085 -1.6952 0.16 -2.27 1.83 0.33
O -2.4054 -0.9950 -1.0239 1.54 -0.07 -2.63 -0.75
H -0.0429 -1.7771 1.8876 1.40 0.49 0.97 0.37
H 0.0022 -0.4258 1.7077 -2.93 4.60 -2.52 0.32
O 0.4836 -0.9820 2.2010 1.33 -4.85 1.82 -0.70
H 1.3251 -3.8670 -0.4550 2.50 -4.21 2.36 0.25
H 1.4592 -2.2959 -0.5253 -0.95 -2.24 -0.47 0.47
O 0.9517 -3.1603 -0.8255 -1.75 6.37 -1.88 -0.67
```
Positions in Å, forces in eV/Å.

The relative energy (zero: lowest compared OMol25 entry of this formula, charge and spin) is 72.8 kcal per mole. For the LUMO energy, the calculation gives 0.465 eV. The HOMO-LUMO gap is 9.926 eV.


(6)
DFT (wB97M-V/def2-TZVPD) results for a structure of composition C5H17BInO3P2.

Structure (XYZ):
```
29
Properties=species:S:1:pos:R:3:forces:R:3:mulliken_charge:R:1
C -0.7484 2.8102 -1.5686 0.03 0.01 0.03 -0.98
C 0.4149 1.9160 -1.0875 -0.03 0.14 -0.06 -0.74
In -0.2425 0.0058 -0.1912 -0.03 -0.04 -0.18 0.10
B -1.2013 -1.4095 -1.7489 0.04 0.13 0.04 0.05
C -0.4919 -1.7352 -3.1237 0.10 -0.07 0.04 -0.89
O -2.4131 -2.0842 -1.5204 -0.05 -0.04 -0.38 -0.55
P 1.8881 -1.1331 0.6592 0.05 -0.04 -0.08 0.08
C 1.2695 -2.4178 1.8462 -0.08 -0.10 -0.01 -0.93
C 2.6746 0.0809 1.8333 -0.04 0.10 -0.07 -0.97
P -1.9701 0.3453 1.7011 0.02 0.06 0.18 0.18
O -1.0735 -0.0406 3.0685 0.01 -0.10 0.19 -0.54
O -1.9751 2.0323 1.8352 -0.11 0.09 -0.03 -0.50
H -1.7269 2.4742 -1.2157 0.01 0.01 0.02 0.21
H -0.6442 3.8426 -1.2211 0.01 0.02 -0.04 0.28
H -0.8022 2.8475 -2.6607 -0.02 -0.03 -0.01 0.26
H 1.0415 2.4689 -0.3825 -0.04 -0.05 0.06 0.29
H 1.0701 1.6780 -1.9312 0.01 -0.02 0.03 0.41
H -0.1527 -2.7799 -3.0794 -0.02 0.00 -0.02 0.29
H 0.3834 -1.1116 -3.3100 -0.01 -0.02 -0.05 0.17
H -1.1847 -1.6627 -3.9722 -0.02 -0.02 0.04 0.26
H -3.1989 -1.5729 -1.7321 0.03 -0.01 0.29 0.27
H 0.6561 -2.0174 2.6559 0.02 0.02 -0.01 0.25
H 0.6390 -3.0991 1.2692 0.02 -0.06 0.06 0.25
H 2.0895 -3.0019 2.2733 0.01 0.02 -0.01 0.34
H 3.7282 -0.1608 1.9922 -0.02 -0.01 0.09 0.36
H 2.1813 0.1363 2.8087 -0.01 0.00 -0.01 0.24
H 2.6260 1.0695 1.3714 0.05 0.03 0.06 0.22
H -0.1592 0.2491 2.9800 0.04 -0.06 -0.08 0.30
H -2.6773 2.2702 2.4509 0.04 0.05 -0.10 0.28
```
Positions in Å, forces in eV/Å.

For the LUMO energy, the calculation gives 3.095 eV. As for the charge: -1. The HOMO-LUMO gap is 6.329 eV.


(7)
DFT (wB97M-V/def2-TZVPD) results for a cluster of 2 separate species, C5H17N2O in total at a distorted geometry.

Structure (XYZ):
```
25
Properties=species:S:1:pos:R:3:forces:R:3:mulliken_charge:R:1
C 1.4108 1.2307 1.0152 0.11 -1.29 0.66 -0.98
C 1.4104 0.9737 -0.4987 1.27 0.39 -0.03 -0.35
C 0.1273 1.4616 -1.2012 0.47 0.90 0.78 -0.75
C -0.7389 0.4905 -2.0780 3.14 0.95 1.27 -0.73
C -0.6989 -0.8688 -1.3776 -2.40 -0.40 -2.51 -0.51
N -1.6867 -0.9056 -0.2396 1.67 0.92 2.46 -0.16
N 0.6943 0.1221 1.7193 -0.51 0.58 -0.58 -0.49
H 2.4345 1.3129 1.4174 -0.23 -0.08 -0.35 0.39
H 0.9355 2.1737 1.2927 -0.12 -0.02 -0.40 0.40
H 2.3827 1.4013 -0.8103 -0.85 0.77 -0.60 0.37
H 1.6662 -0.0378 -0.8071 -0.24 -0.49 0.78 0.30
H 0.4128 2.4241 -1.6313 -0.43 -0.24 -0.84 0.47
H -0.5391 1.8199 -0.4063 -0.07 -0.24 0.18 0.34
H -1.6503 1.0796 -2.1191 -0.60 -0.95 -0.70 0.33
H -0.2146 0.3017 -3.0317 -0.73 0.43 0.11 0.31
H -1.0461 -1.5620 -2.1622 -0.02 -0.20 0.72 0.41
H 0.3108 -1.1530 -1.1160 -0.28 -0.04 0.66 0.26
H -2.3431 -0.1229 -0.2149 -0.30 -0.31 -0.69 0.42
H -2.1300 -1.7673 0.0680 -0.21 -0.26 -0.84 0.41
H -1.1154 -0.6696 0.6215 0.32 -0.01 -0.23 0.12
H 0.1878 0.4470 2.5342 0.14 0.00 0.07 0.20
H 1.3506 -0.5689 2.0539 0.06 0.04 -0.01 0.25
H 0.3701 -2.4761 2.1365 0.14 -0.12 0.07 0.33
H -1.1008 -2.8233 2.2025 -0.02 -0.29 0.36 0.28
O -0.4300 -2.2835 2.6330 -0.35 -0.02 -0.33 -0.61
```
Positions in Å, forces in eV/Å.

The relative energy (zero: lowest compared OMol25 entry of this formula, charge and spin) is 39.6 kcal per mole. For the LUMO energy, the calculation gives -3.374 eV. As for the charge: +1. The HOMO-LUMO gap is 9.963 eV.


(8)
DFT (wB97M-V/def2-TZVPD) results for a cluster of 2 separate species, C5H17N4 in total at a distorted geometry.

Structure (XYZ):
```
26
Properties=species:S:1:pos:R:3:forces:R:3:mulliken_charge:R:1
C 0.8284 0.5264 2.1431 0.90 2.19 -3.00 -0.81
C 1.2569 -1.9367 -0.4618 -0.24 -0.58 -1.45 -0.79
C -0.2876 1.8738 -2.0279 -0.16 -3.01 -2.84 -0.77
C -1.8312 -1.3632 0.4242 -1.02 0.76 -2.74 -0.98
C -0.3716 1.3359 1.4726 0.57 -2.03 4.50 -0.43
N 1.2645 -0.5024 -0.7203 -3.00 -0.54 -2.88 -0.45
N -0.1727 1.8185 -0.6622 1.02 1.91 2.19 -0.75
N -1.2578 -0.1934 -0.3172 -0.34 1.51 1.51 -0.37
N -0.5284 0.9647 0.1346 -3.02 -1.74 -4.19 1.34
H 1.6081 0.4144 1.3179 -1.06 -0.31 1.59 0.09
H 1.2873 1.1210 2.8964 0.16 0.74 0.63 0.39
H 0.5152 -0.3418 2.6119 -0.50 -1.98 0.40 0.32
H 1.0416 -2.2090 0.5903 0.59 0.63 -0.37 0.23
H 0.4115 -2.3740 -0.9984 0.10 -0.06 -0.16 0.24
H 2.1522 -2.4335 -0.8608 -0.19 -0.12 0.52 0.36
H -0.3482 0.8394 -2.4666 -0.17 0.91 -0.10 0.29
H -1.1396 2.4178 -2.3875 -0.88 0.32 0.33 0.33
H 0.5338 2.3427 -2.5568 0.52 0.31 0.66 0.31
H -1.3328 -1.6609 1.2484 2.17 -0.48 2.83 0.38
H -2.8834 -1.2673 0.7432 0.35 0.36 -0.67 0.31
H -1.6791 -2.2126 -0.2774 -0.58 0.62 0.37 0.37
H -0.1415 2.4017 1.5409 -0.58 -0.38 -0.23 0.41
H -1.2687 0.9683 2.0449 0.51 1.01 -0.70 0.28
H 1.3674 -0.0313 -1.6704 -0.98 -2.40 0.47 0.19
H 2.0531 -0.1227 -0.4688 5.66 2.08 3.02 0.27
H -1.0774 -0.3758 -1.2924 0.17 0.27 0.32 0.26
```
Positions in Å, forces in eV/Å.

The relative energy (zero: lowest compared OMol25 entry of this formula, charge and spin) is 86.6 kcal per mole. For the LUMO energy, the calculation gives -4.236 eV. As for the charge: +1. The HOMO-LUMO gap is 8.917 eV.


(9)
DFT (wB97M-V/def2-TZVPD) results for a cluster of 3 separate species, C5H17NO2 in total at a distorted geometry.

Structure (XYZ):
```
25
Properties=species:S:1:pos:R:3:forces:R:3:mulliken_charge:R:1
C 2.3803 -0.7374 -1.2579 -1.48 -1.41 -1.14 -0.92
N 1.2953 -0.9831 -0.3168 0.67 0.34 3.37 -0.38
C 0.2149 -0.0215 -0.0146 -1.30 -0.69 -2.64 -0.96
C 0.6253 1.3862 0.4187 0.26 0.23 -0.06 0.98
C -0.4488 2.0706 1.2474 -0.40 -0.56 0.03 -1.69
C 0.9163 2.2684 -0.7927 -2.02 0.30 0.00 -1.46
H 1.9219 -0.1356 -2.0251 -0.18 -0.51 -1.15 0.34
H 3.2322 -0.1122 -1.0455 0.59 -0.17 1.10 0.29
H 2.5948 -1.8137 -1.5577 0.63 1.79 -0.34 0.31
H 1.7546 -1.1071 0.6181 -0.51 -0.28 -1.00 0.22
H -0.4698 -0.0093 -0.9555 1.20 0.49 1.07 0.25
H -0.4829 -0.6201 0.5969 0.49 1.32 0.76 0.34
H 1.5934 1.2404 0.9103 -0.24 0.25 0.69 0.30
H -0.6491 3.0960 1.1326 1.40 2.10 -0.31 0.46
H -1.4379 1.8832 0.8663 -0.67 -1.61 0.05 0.41
H -0.3837 1.9307 2.3038 -0.17 -0.58 0.69 0.36
H 1.5618 1.7367 -1.4712 0.41 0.45 -0.39 0.35
H -0.1120 2.3587 -1.2601 1.22 0.20 -0.06 0.31
H 1.2355 3.2956 -0.4946 0.10 -0.94 -0.37 0.38
H -3.7212 -2.6887 0.4854 0.15 0.13 -0.44 0.32
H -4.4192 -2.4784 1.7495 -0.23 0.08 0.91 0.31
O -4.5804 -2.4085 0.8177 0.20 -0.14 -0.48 -0.63
H -1.0372 -3.3837 -0.3684 0.04 -0.13 -0.09 0.29
H -0.3510 -2.1655 0.2622 -0.79 -0.85 -0.49 0.43
O -1.2330 -2.6018 0.1512 0.63 0.20 0.31 -0.62
```
Positions in Å, forces in eV/Å.

The relative energy (zero: lowest compared OMol25 entry of this formula, charge and spin) is 47.0 kcal per mole. For the LUMO energy, the calculation gives 0.802 eV. The HOMO-LUMO gap is 10.145 eV.


- Number 9 is which compound?
  C5H17NO2